# 1
# C2H4BrCl2Cu

A molecular structure, C2H4BrCl2Cu (ωB97M-V/def2-TZVPD, OMol25).

Structure (XYZ):
```
10
C2H4BrCl2Cu, DFT ωB97M-V/def2-TZVPD
Cu 6.7238 1.8231 5.3080
Br 3.9830 1.9941 1.9800
Cl -1.6674 0.1771 -2.7889
C -1.9993 -0.0841 -1.1313
C -0.7307 -0.7176 -0.4396
Cl -0.7145 -2.4022 -0.9247
H -2.8772 -0.7273 -1.0716
H -2.2518 0.9423 -0.8651
H -0.6807 -0.7551 0.6486
H 0.2147 -0.2504 -0.7152
```

- E_tot: -141862.196 eV
- HOMO: -7.9418 eV
- HOMO-LUMO gap: 4.11 eV

natural (NBO) population analysis, charges in e, atoms 1 to 4: 0.7367 -0.7355 -0.0326 -0.4213



# 2
# C4H3GdO2

A molecular structure, C4H3GdO2 (ωB97M-V/def2-TZVPD, OMol25).

Structure (XYZ):
```
10
C4H3GdO2, DFT ωB97M-V/def2-TZVPD
O 0.3250 -1.4858 0.7043
C -0.3297 -1.2032 -0.3799
C -1.8013 -1.1723 -0.2985
C -2.0461 0.3393 -0.0546
C -1.2340 1.3713 0.2842
H -2.2106 -1.7710 0.5396
H -2.2727 -1.4731 -1.2470
H -1.7432 2.3153 0.5628
Gd 1.5515 0.1760 -0.3002
O 0.1185 1.5965 0.1941
```

- Multiplicity: 8
- E_tot: -29117.150 eV
- HOMO (spin up / spin down): -6.1546 / -7.0838 eV
- HOMO-LUMO gap (spin up / spin down): 5.67 / 5.66 eV

Mulliken population analysis, charges in e, atoms 1 to 4: -0.5236 -0.4857 0.1108 -0.8181



# 3
# C18H20FN5OS

C18H20FN5OS in the gas phase (ωB97M-V/def2-TZVPD, OMol25).

Structure (XYZ):
```
46
C18H20FN5OS, DFT ωB97M-V/def2-TZVPD
O -0.5900 -0.5627 0.5725
C -1.4073 0.4813 0.0801
C -2.8556 0.0234 -0.0497
C -3.2302 -1.2470 0.3685
C -4.5401 -1.6783 0.2596
C -5.4793 -0.8190 -0.2756
F -6.7599 -1.2292 -0.3910
C -5.1415 0.4562 -0.6907
C -3.8285 0.8703 -0.5714
C -0.8822 0.9701 -1.2811
C 0.5892 1.3915 -1.1847
N 0.9260 1.8185 0.1654
C 2.2098 2.4851 0.2174
C 3.3130 1.5682 -0.1616
N 4.3402 1.8623 -0.9257
N 5.0975 0.7743 -0.9746
N 4.5980 -0.1649 -0.2900
N 3.4613 0.2848 0.2513
C 2.6187 -0.5431 1.0815
C 2.5556 -1.9254 0.5266
C 3.0692 -3.0704 1.0463
C 2.8394 -4.2031 0.2314
C 2.1612 -3.9021 -0.9016
S 1.7850 -2.2278 -0.9998
C -0.1556 2.5813 0.7561
C -1.2992 1.6251 1.1089
H -0.4412 -1.2016 -0.1351
H -2.4899 -1.9023 0.8013
H -4.8343 -2.6634 0.5851
H -5.8999 1.1069 -1.0965
H -3.5697 1.8697 -0.8864
H -1.4892 1.8128 -1.6079
H -0.9892 0.1762 -2.0232
H 1.2376 0.5495 -1.4447
H 0.7839 2.1966 -1.9148
H 2.3803 2.8225 1.2464
H 2.2711 3.3650 -0.4469
H 3.0407 -0.5808 2.0916
H 1.6250 -0.0809 1.1103
H 3.5970 -3.1093 1.9820
H 3.1722 -5.1943 0.4809
H 1.8589 -4.5530 -1.6975
H 0.2053 3.0651 1.6658
H -0.5090 3.3735 0.0747
H -2.2376 2.1739 1.1734
H -1.1068 1.1548 2.0732
```

- SMILES: OC1(c2ccc(F)cc2)CCN(Cc2nnnn2Cc2cccs2)CC1
- E_tot: -42040.106 eV
- HOMO: -8.9790 eV
- HOMO-LUMO gap: 9.43 eV

natural (NBO) population analysis, charges in e, atoms 1 to 4: -0.7296 0.2545 -0.0594 -0.1879



# 4
# C5H9F2IN2

C5H9F2IN2 in the gas phase (ωB97M-V/def2-TZVPD, OMol25).

Structure (XYZ):
```
19
C5H9F2IN2, DFT ωB97M-V/def2-TZVPD
C -0.8992 0.9358 0.0280
C -0.1604 0.2208 -1.2513
C 0.4444 -0.3875 1.4203
C -1.8770 -0.9905 0.9911
C 2.2454 -0.0309 -0.9107
N -0.8234 -0.0306 1.1310
N 0.9085 -0.4581 -0.9653
F 0.7132 -1.5499 1.9681
F 1.1675 0.6007 1.8699
I 0.2632 1.9223 -2.7138
H -0.4817 2.0364 0.2562
H -1.9306 1.0252 -0.1702
H -0.8012 -0.3060 -1.8252
H -1.7686 -1.6796 1.7684
H -2.8981 -0.3807 1.0690
H -1.7530 -1.3573 -0.0201
H 2.7574 -0.5682 -0.0404
H 2.6867 -0.0116 -1.8773
H 2.2068 1.0097 -0.7280
```

- E_tot: -21842.534 eV
- HOMO (spin up / spin down): -7.9802 / -7.9790 eV
- HOMO-LUMO gap (spin up / spin down): 7.70 / 7.69 eV

natural (NBO) population analysis, charges in e, atoms 1 to 4: -0.2699 -0.0128 0.9869 -0.4035



# 5
# H10O5

5 unconnected molecules or ions with the total composition H10O5 (ωB97M-V/def2-TZVPD, OMol25).

Structure (XYZ):
```
15
H10O5, DFT ωB97M-V/def2-TZVPD
O 2.8173 11.9896 6.1506
H 2.8597 11.0353 6.0907
H 3.0385 12.1830 7.0616
O 5.9083 10.6955 6.5077
H 6.2141 10.1890 5.7552
H 5.1032 10.2561 6.7816
O 3.3497 11.6165 8.8939
H 4.1428 11.0903 8.9956
H 3.0067 11.7078 9.7828
O 1.8690 12.3219 11.0224
H 1.9424 13.2244 10.7119
H 1.8788 12.3949 11.9767
O 1.0128 9.6677 10.3890
H 0.9842 10.6156 10.5193
H 0.6023 9.5304 9.5353
```

- SMILES: O.O.O.O.O
- E_tot: -10399.763 eV
- HOMO: -10.6923 eV
- HOMO-LUMO gap: 10.90 eV

natural (NBO) population analysis, charges in e, atoms 1 to 4: -0.9523 0.4522 0.4922 -0.9293



# 6
# C3H3N3O

C3H3N3O in the gas phase (ωB97M-V/def2-TZVPD, OMol25).

Structure (XYZ):
```
10
C3H3N3O, DFT ωB97M-V/def2-TZVPD
O -1.2951 -0.1808 1.8406
C -0.6692 -0.5681 0.8853
C 0.8166 -0.6308 0.8899
N 1.3841 0.2232 0.1222
N 0.5382 0.7971 -0.8234
C -0.6268 0.1282 -1.1785
N -1.2055 -0.7062 -0.3971
H 1.4169 -1.1968 1.5957
H 0.4854 1.7971 -0.7073
H -0.9736 0.2832 -2.2005
```

- SMILES: O=c1cn[nH]cn1
- E_tot: -9675.408 eV
- HOMO: -9.7966 eV
- HOMO-LUMO gap: 10.24 eV

natural (NBO) population analysis, charges in e, atoms 1 to 4: -0.5146 0.5935 -0.0322 -0.1939